Below is a 2-piece molecular cluster, C5H16N2O overall, with properties calculated with ωB97M-V with the def2-TZVPD basis set.

The geometry in XYZ format:
```
24
C5H16N2O (ωB97M-V with the def2-TZVPD basis set)
N 0.538 1.006 1.909
C 0.562 1.304 0.461
C 1.643 2.333 0.101
C 0.752 -0.023 -0.301
N -0.484 -0.715 -0.534
C -0.863 -1.178 -1.851
C -2.060 -0.441 -2.456
H 1.485 0.857 2.239
H 0.160 1.779 2.444
H -0.418 1.693 0.214
H 1.476 2.760 -0.891
H 2.620 1.842 0.067
H 1.665 3.157 0.811
H 1.332 0.157 -1.201
H 1.386 -0.637 0.363
H -0.804 -1.221 0.273
H -1.080 -2.253 -1.805
H -0.017 -1.023 -2.529
H -2.374 -0.951 -3.367
H -2.858 -0.320 -1.742
H -1.764 0.561 -2.778
H -0.115 -1.073 2.439
H -0.596 -2.465 2.814
O -0.127 -1.997 2.113
```

Calculated values
HOMO energy in eV: -7.77
2S+1: 1
SMILES string: CCNC[C@H](C)N.O
Lowest unoccupied orbital energy in hartree: 0.036
ΔE to the lowest compared entry with this formula, charge and spin in kcal/mol: 11.5

Below is one molecule with the formula C4H2Cl2OS in a non-equilibrium geometry, with properties calculated with ωB97M-V with the def2-TZVPD basis set.

The geometry in XYZ format:
```
10
C4H2Cl2OS (ωB97M-V with the def2-TZVPD basis set)
C -0.970 -0.345 0.862
C -0.051 0.069 -0.092
C 0.249 -0.856 -1.366
C 0.584 1.327 0.202
H 1.198 -0.526 -1.804
H 0.747 1.731 1.128
O -0.383 -1.868 -1.339
S 1.411 1.965 -0.926
Cl -0.870 0.330 2.441
Cl -1.916 -1.828 0.894
```

Calculated values
HOMO energy in eV: -9.08
2S+1: 1
SMILES string: O=CC(C=S)=C(Cl)Cl
Lowest unoccupied orbital energy in hartree: -0.046
ΔE to the lowest compared entry with this formula, charge and spin in kcal/mol: 49.9

Below is one molecule with the formula C18H23NO7 in a non-equilibrium geometry, with properties calculated with ωB97M-V with the def2-TZVPD basis set.

The geometry in XYZ format:
```
49
C18H23NO7 (ωB97M-V with the def2-TZVPD basis set)
C 1.371 2.759 -0.144
C 0.561 2.254 -1.061
C -0.384 3.046 -1.940
O -0.235 3.059 -3.129
O -1.444 3.712 -1.343
C -2.644 2.940 -1.451
C -2.775 1.758 -0.453
C -2.190 2.019 0.957
C -1.477 0.775 1.564
C -2.349 -0.503 1.550
C -1.533 -1.845 1.427
C -0.604 -1.844 0.232
N -1.154 -2.205 -0.932
C -0.485 -2.257 -2.098
C 0.824 -1.892 -2.115
C 1.467 -1.491 -0.930
C 2.915 -1.086 -1.067
O 3.432 -0.234 -0.382
O 3.585 -1.711 -2.045
C 4.651 -0.775 -2.516
O 4.310 0.162 -3.247
O 5.792 -0.986 -2.145
C 0.747 -1.487 0.273
C 1.428 -1.108 1.579
C 1.404 -2.286 2.632
O 2.626 -2.382 3.349
H 1.580 3.832 -0.132
H 1.898 2.144 0.587
H 0.533 1.166 -1.191
H -3.531 3.586 -1.429
H -2.635 2.500 -2.467
H -2.348 0.838 -0.889
H -3.858 1.586 -0.325
H -2.976 2.377 1.644
H -1.429 2.815 0.963
H -0.525 0.679 1.026
H -1.214 0.978 2.616
H -3.155 -0.490 0.803
H -2.847 -0.573 2.532
H -2.297 -2.620 1.227
H -1.047 -2.126 2.362
H -2.139 -2.451 -0.941
H -1.014 -2.581 -2.991
H 1.376 -1.931 -3.054
H 2.484 -0.848 1.455
H 0.954 -0.234 2.052
H 1.184 -3.242 2.140
H 0.623 -2.046 3.375
H 2.546 -1.749 4.071
```

Calculated values
HOMO energy in eV: -7.17
2S+1: 1
Lowest unoccupied orbital energy in hartree: -0.074
ΔE to the lowest compared entry with this formula, charge and spin in kcal/mol: 96.0

Below is C22H31N4O10PS as an isolated structure in a non-equilibrium geometry, with properties calculated with ωB97M-V with the def2-TZVPD basis set.

The geometry in XYZ format:
```
69
C22H31N4O10PS (ωB97M-V with the def2-TZVPD basis set)
N -0.239 0.225 1.512
P -1.130 -0.246 0.306
O -2.714 0.281 0.497
O -0.509 0.299 -1.146
C -1.176 -2.098 0.338
C 0.085 -2.930 0.116
C -0.075 -4.374 0.174
N 1.106 -5.220 0.009
C -1.373 -5.081 0.412
N -1.540 -6.475 0.450
S -3.190 -6.561 0.697
N -3.770 -5.016 0.796
C -2.627 -4.244 0.602
C -2.467 -2.754 0.564
H 0.537 0.790 1.151
H -2.942 -0.033 1.400
H -1.211 0.777 -1.634
H 1.077 -2.459 -0.081
H 1.894 -4.586 0.159
H 1.032 -5.891 0.787
H -3.372 -2.113 0.709
O -3.456 -9.267 -0.821
C -3.995 -9.088 -1.877
O -5.239 -9.544 -2.179
C -5.536 -9.255 -3.552
C -4.619 -8.109 -3.926
C -3.396 -8.380 -3.068
H -5.344 -10.152 -4.146
H -6.588 -8.986 -3.650
H -4.405 -8.059 -4.994
H -5.072 -7.159 -3.629
H -2.691 -9.051 -3.563
H -2.901 -7.458 -2.767
O 3.106 1.618 2.078
C 2.574 2.313 2.901
O 1.763 3.356 2.598
C 1.384 4.039 3.805
C 1.569 3.021 4.911
C 2.735 2.193 4.397
H 2.028 4.908 3.928
H 0.352 4.374 3.726
H 1.746 3.473 5.887
H 0.679 2.391 4.988
H 3.698 2.621 4.686
H 2.665 1.155 4.717
O 2.972 3.356 -4.752
C 2.761 3.282 -3.574
O 3.539 3.873 -2.627
C 3.073 3.497 -1.320
C 1.632 3.081 -1.519
C 1.647 2.501 -2.919
H 3.694 2.678 -0.950
H 3.166 4.344 -0.640
H 1.278 2.385 -0.759
H 0.985 3.964 -1.495
H 1.907 1.440 -2.916
H 0.700 2.663 -3.431
O 0.999 6.608 2.969
C 1.360 6.978 1.886
O 0.530 7.118 0.820
C 1.297 7.468 -0.342
C 2.579 8.070 0.193
C 2.779 7.307 1.490
H 1.475 6.561 -0.927
H 0.734 8.175 -0.951
H 3.416 7.986 -0.500
H 2.428 9.131 0.411
H 3.329 6.376 1.335
H 3.265 7.918 2.248
```

Calculated values
HOMO energy in eV: -8.47
2S+1: 1
Lowest unoccupied orbital energy in hartree: -0.036

Below is C30H19Cl2CoN7O2 as an isolated structure, with properties calculated with ωB97M-V with the def2-TZVPD basis set.

The geometry in XYZ format:
```
61
C30H19Cl2CoN7O2 (ωB97M-V with the def2-TZVPD basis set)
Co 0.847 -1.810 1.140
Cl 5.807 -3.576 -3.230
C 4.274 -3.348 -2.511
C 4.193 -2.679 -1.313
C 2.949 -2.468 -0.718
N 2.746 -1.776 0.444
C 3.614 -1.872 1.502
O 4.618 -2.536 1.626
C 3.116 -0.997 2.641
C 4.009 -0.144 3.260
C 3.524 0.685 4.259
C 2.176 0.621 4.592
C 1.356 -0.252 3.902
N 1.808 -1.053 2.930
C 1.756 -3.011 -1.350
C 1.872 -3.688 -2.589
C 3.100 -3.848 -3.157
Cl 3.233 -4.661 -4.660
N 0.652 -2.888 -0.610
C -0.546 -3.518 -0.837
O -0.962 -3.995 -1.868
C -1.353 -3.609 0.445
C -2.531 -4.332 0.465
C -3.214 -4.457 1.666
C -2.694 -3.859 2.802
C -1.511 -3.146 2.697
N -0.855 -3.017 1.544
H 5.093 -2.321 -0.836
H 5.047 -0.149 2.963
H 4.184 1.374 4.769
H 1.760 1.247 5.368
H 0.298 -0.315 4.128
H 0.989 -4.071 -3.075
H -2.876 -4.785 -0.453
H -4.135 -5.022 1.716
H -3.187 -3.943 3.760
H -1.067 -2.667 3.561
N -3.125 3.770 -1.283
C -3.230 4.974 -1.949
C -4.318 5.795 -2.238
C -4.043 6.948 -2.940
C -2.735 7.279 -3.343
C -1.665 6.462 -3.053
C -1.923 5.288 -2.341
N -1.052 4.299 -1.924
C -1.797 3.427 -1.305
C -1.260 2.206 -0.701
C -2.049 1.267 -0.041
C -1.452 0.144 0.496
N -0.140 -0.092 0.412
C 0.621 0.810 -0.227
C 0.108 1.958 -0.788
H -3.880 3.255 -0.869
H -5.325 5.546 -1.933
H -4.853 7.620 -3.190
H -2.575 8.196 -3.893
H -0.658 6.708 -3.359
H -3.119 1.382 0.066
H -2.047 -0.601 1.011
H 1.678 0.582 -0.285
H 0.748 2.664 -1.297
```

Calculated values
HOMO energy (spin up / spin down) in eV: -10.67 / -10.70
2S+1: 5
Lowest unoccupied orbital energy (spin up / spin down) in hartree: -0.115 / -0.189
Charge: +1
Expectation value of S²: 6.028

2S+1 of number 4 (C22H31N4O10PS)? 1

Copy entry 5 word for word.
Below is C30H19Cl2CoN7O2 as an isolated structure, with properties calculated with ωB97M-V with the def2-TZVPD basis set.

The geometry in XYZ format:
```
61
C30H19Cl2CoN7O2 (ωB97M-V with the def2-TZVPD basis set)
Co 0.847 -1.810 1.140
Cl 5.807 -3.576 -3.230
C 4.274 -3.348 -2.511
C 4.193 -2.679 -1.313
C 2.949 -2.468 -0.718
N 2.746 -1.776 0.444
C 3.614 -1.872 1.502
O 4.618 -2.536 1.626
C 3.116 -0.997 2.641
C 4.009 -0.144 3.260
C 3.524 0.685 4.259
C 2.176 0.621 4.592
C 1.356 -0.252 3.902
N 1.808 -1.053 2.930
C 1.756 -3.011 -1.350
C 1.872 -3.688 -2.589
C 3.100 -3.848 -3.157
Cl 3.233 -4.661 -4.660
N 0.652 -2.888 -0.610
C -0.546 -3.518 -0.837
O -0.962 -3.995 -1.868
C -1.353 -3.609 0.445
C -2.531 -4.332 0.465
C -3.214 -4.457 1.666
C -2.694 -3.859 2.802
C -1.511 -3.146 2.697
N -0.855 -3.017 1.544
H 5.093 -2.321 -0.836
H 5.047 -0.149 2.963
H 4.184 1.374 4.769
H 1.760 1.247 5.368
H 0.298 -0.315 4.128
H 0.989 -4.071 -3.075
H -2.876 -4.785 -0.453
H -4.135 -5.022 1.716
H -3.187 -3.943 3.760
H -1.067 -2.667 3.561
N -3.125 3.770 -1.283
C -3.230 4.974 -1.949
C -4.318 5.795 -2.238
C -4.043 6.948 -2.940
C -2.735 7.279 -3.343
C -1.665 6.462 -3.053
C -1.923 5.288 -2.341
N -1.052 4.299 -1.924
C -1.797 3.427 -1.305
C -1.260 2.206 -0.701
C -2.049 1.267 -0.041
C -1.452 0.144 0.496
N -0.140 -0.092 0.412
C 0.621 0.810 -0.227
C 0.108 1.958 -0.788
H -3.880 3.255 -0.869
H -5.325 5.546 -1.933
H -4.853 7.620 -3.190
H -2.575 8.196 -3.893
H -0.658 6.708 -3.359
H -3.119 1.382 0.066
H -2.047 -0.601 1.011
H 1.678 0.582 -0.285
H 0.748 2.664 -1.297
```

Calculated values
HOMO energy (spin up / spin down) in eV: -10.67 / -10.70
2S+1: 5
Lowest unoccupied orbital energy (spin up / spin down) in hartree: -0.115 / -0.189
Charge: +1
Expectation value of S²: 6.028